Computed, not measured: a 2-piece molecular cluster, Br2ClHNP overall, with the ωB97M-V functional and the def2-TZVPD basis.

Computed properties:
SMILES = [H]/N=P/Br.ClBr
LUMO = -1.61 eV
Kohn-Sham gap = 0.297 Ha
DFT total energy = -163401.831 eV
relative energy (zero: lowest compared OMol25 entry of this formula, charge and spin) = 1.119 eV

Each line ends with the natural charge from an NBO analysis.
Cartesian coordinates (Å):
H1 -1.267 1.899 -1.253  0.414
N1 -0.328 1.748 -0.885  -1.166
P1 1.005 2.239 -1.382  1.056
Br1 2.415 1.587 0.276  -0.307
Cl1 5.492 0.134 0.816  -0.105
Br2 5.311 -0.929 -1.106  0.109


Computed, not measured: a 2-piece molecular cluster, C5H14O2 overall, with the ωB97M-V functional and the def2-TZVPD basis.

Computed properties:
SMILES = CCCCCO.O
LUMO = 0.75 eV
Kohn-Sham gap = 0.410 Ha
DFT total energy = -9506.317 eV
relative energy (zero: lowest compared OMol25 entry of this formula, charge and spin) = 0.683 eV

Each line ends with the natural charge from an NBO analysis.
Cartesian coordinates (Å):
C1 -1.829 -1.426 -0.928  -0.610
C2 -1.989 -0.097 -0.174  -0.401
C3 -1.139 -0.122 1.096  -0.399
C4 0.308 0.306 0.763  -0.440
C5 0.584 1.012 -0.553  -0.058
O1 2.006 1.235 -0.697  -0.745
H1 -2.515 -1.619 -1.754  0.211
H2 -0.795 -1.506 -1.272  0.198
H3 -2.091 -2.252 -0.293  0.202
H4 -1.802 0.737 -0.846  0.198
H5 -3.060 -0.072 0.064  0.201
H6 -1.479 0.599 1.835  0.208
H7 -1.178 -1.144 1.455  0.212
H8 0.731 0.976 1.521  0.199
H9 1.004 -0.533 0.707  0.231
H10 0.280 0.410 -1.403  0.165
H11 0.155 2.006 -0.589  0.157
H12 2.103 1.987 -1.288  0.469
O2 3.474 -0.478 0.922  -0.958
H13 4.194 -0.361 0.299  0.475
H14 3.038 0.343 1.135  0.484


Computed, not measured: a 4-piece molecular cluster, C6H22N2O3 overall, with the ωB97M-V functional and the def2-TZVPD basis.

Computed properties:
SMILES = CCNCCN(C)C.O.O.O
LUMO = 0.72 eV
Kohn-Sham gap = 0.342 Ha
DFT total energy = -15699.052 eV
relative energy (zero: lowest compared OMol25 entry of this formula, charge and spin) = 2.875 eV

Each line ends with the natural charge from an NBO analysis.
Cartesian coordinates (Å):
C1 -3.580 -0.332 1.717  -0.628
C2 -2.468 -0.870 0.799  -0.234
N1 -1.140 -0.275 0.882  -0.668
C3 -0.057 -0.925 0.116  -0.253
C4 0.095 -0.197 -1.263  -0.222
N2 1.370 0.610 -1.221  -0.470
C5 1.379 1.386 -2.506  -0.419
C6 1.613 1.443 -0.021  -0.457
H1 -4.563 -0.187 1.254  0.226
H2 -3.849 -1.152 2.390  0.204
H3 -3.313 0.636 2.082  0.213
H4 -2.438 -1.910 1.105  0.173
H5 -2.775 -0.693 -0.239  0.192
H6 -0.775 -0.196 1.816  0.365
H7 -0.297 -1.956 -0.246  0.183
H8 0.899 -0.794 0.669  0.242
H9 -0.799 0.412 -1.389  0.178
H10 0.297 -0.912 -2.064  0.187
H11 0.995 0.837 -3.355  0.206
H12 2.310 1.920 -2.581  0.200
H13 0.652 2.206 -2.380  0.162
H14 1.900 2.467 -0.242  0.202
H15 0.733 1.706 0.550  0.211
H16 2.471 0.942 0.427  0.205
O1 2.850 -2.017 1.335  -0.963
H17 3.610 -2.172 1.906  0.471
H18 3.089 -2.418 0.500  0.482
O2 -3.372 2.118 0.585  -0.967
H19 -3.586 2.657 1.344  0.476
H20 -2.586 1.567 0.662  0.491
O3 4.151 -1.462 -0.736  -0.937
H21 3.499 -1.809 -1.361  0.465
H22 3.688 -0.631 -0.535  0.485


Computed, not measured: a 2-piece molecular cluster, C5H9NO overall, with the ωB97M-V functional and the def2-TZVPD basis.

Computed properties:
LUMO (alpha / beta) = -1.07 / -1.07 eV
Kohn-Sham gap (alpha / beta) = 0.322 / 0.324 Ha
DFT total energy = -8862.903 eV
relative energy (zero: lowest compared OMol25 entry of this formula, charge and spin) = 6.310 eV

Each line ends with the natural charge from an NBO analysis.
Cartesian coordinates (Å):
C1 2.831 0.393 0.264  -0.248
O1 1.475 0.747 0.378  -0.533
C2 0.631 -0.371 0.406  -0.043
C3 -0.792 0.172 0.505  -0.546
C4 -2.682 0.695 -1.817  -0.185
C5 -1.789 -0.901 0.580  0.281
N1 -2.571 -1.756 0.617  -0.327
H1 3.409 1.320 0.252  0.199
H2 3.022 -0.164 -0.665  0.168
H3 3.155 -0.226 1.114  0.167
H4 0.859 -1.021 1.267  0.172
H5 0.744 -0.978 -0.507  0.173
H6 -0.880 0.812 1.389  0.258
H7 -3.601 0.824 -1.205  0.090
H8 -1.001 0.795 -0.380  0.280
H9 -2.810 -0.342 -2.197  0.092


Computed, not measured: one molecule with the formula C21H35N3O4, with the ωB97M-V functional and the def2-TZVPD basis.

Computed properties:
SMILES = C=CCC1(C(=O)N[C@H](C)C(=O)NCC(C)C)CN(C(=O)[C@H](C)C2(O)CCC2)C1
LUMO = 0.53 eV
Kohn-Sham gap = 0.344 Ha
DFT total energy = -35004.592 eV
relative energy (zero: lowest compared OMol25 entry of this formula, charge and spin) = 1.788 eV

Each line ends with the natural charge from an NBO analysis.
Cartesian coordinates (Å):
C1 -0.830 -2.533 2.094  -0.389
C2 0.271 -1.984 1.556  -0.177
C3 0.398 -1.553 0.104  -0.439
C4 0.398 -0.009 -0.170  -0.126
C5 -0.621 0.352 -1.281  0.696
O1 -0.276 0.381 -2.462  -0.642
N1 -1.888 0.570 -0.910  -0.624
C6 -2.998 0.873 -1.800  -0.133
C7 -2.952 2.354 -2.219  -0.608
C8 -4.284 0.548 -1.040  0.676
O2 -4.251 0.417 0.185  -0.650
N2 -5.394 0.435 -1.776  -0.600
C9 -6.710 0.113 -1.222  -0.216
C10 -6.914 -1.393 -0.924  -0.226
C11 -6.674 -2.292 -2.155  -0.613
C12 -8.308 -1.656 -0.327  -0.606
C13 0.265 0.953 1.051  -0.209
N3 1.626 1.431 0.710  -0.457
C14 2.427 2.373 1.237  0.687
O3 3.131 3.064 0.505  -0.600
C15 2.290 2.691 2.748  -0.300
C16 2.404 4.218 3.025  -0.603
C17 3.254 1.839 3.651  0.277
O4 4.577 2.299 3.515  -0.707
C18 2.738 1.704 5.097  -0.428
C19 2.060 0.379 4.712  -0.414
C20 3.068 0.309 3.557  -0.424
C21 1.801 0.577 -0.490  -0.173
H1 -0.858 -2.825 3.134  0.202
H2 -1.724 -2.700 1.508  0.195
H3 1.145 -1.835 2.175  0.196
H4 1.308 -2.003 -0.295  0.225
H5 -0.399 -2.052 -0.453  0.221
H6 -2.191 0.444 0.048  0.429
H7 -2.933 0.230 -2.681  0.221
H8 -3.780 2.605 -2.883  0.205
H9 -3.009 3.015 -1.354  0.217
H10 -2.029 2.583 -2.753  0.239
H11 -5.325 0.560 -2.774  0.402
H12 -6.885 0.698 -0.314  0.220
H13 -7.468 0.448 -1.933  0.198
H14 -6.186 -1.675 -0.159  0.211
H15 -7.361 -2.053 -2.968  0.199
H16 -5.658 -2.187 -2.536  0.209
H17 -6.811 -3.346 -1.907  0.216
H18 -9.102 -1.401 -1.031  0.200
H19 -8.432 -2.705 -0.056  0.215
H20 -8.468 -1.070 0.579  0.211
H21 -0.481 1.745 0.958  0.203
H22 0.214 0.474 2.029  0.204
H23 1.268 2.434 3.015  0.207
H24 1.688 4.787 2.431  0.214
H25 2.225 4.457 4.073  0.204
H26 3.397 4.593 2.769  0.238
H27 5.159 1.724 4.013  0.466
H28 3.542 1.600 5.828  0.209
H29 2.101 2.515 5.451  0.205
H30 2.128 -0.421 5.451  0.209
H31 1.022 0.489 4.391  0.204
H32 2.722 -0.081 2.601  0.202
H33 3.978 -0.244 3.794  0.207
H34 2.633 -0.121 -0.395  0.193
H35 1.879 1.163 -1.410  0.231


Computed, not measured: an isolated ion of composition C4H7N2 and charge +1, with the ωB97M-V functional and the def2-TZVPD basis.

Computed properties:
SMILES = CC/C=[N+]1C=N/1
LUMO (alpha / beta) = -5.24 / -4.98 eV
Kohn-Sham gap (alpha / beta) = 0.393 / 0.403 Ha
DFT total energy = -7229.582 eV
net charge = +1
relative energy (zero: lowest compared OMol25 entry of this formula, charge and spin) = 6.156 eV

Each line ends with the natural charge from an NBO analysis.
Cartesian coordinates (Å):
C1 1.530 -0.247 0.414  -0.556
C2 0.217 -0.528 -0.464  -0.505
C3 -0.882 0.445 -0.365  0.242
N1 -2.070 0.167 -0.020  -0.192
C4 -3.431 0.361 0.202  0.293
N2 -3.163 -0.840 0.006  -0.032
H1 1.301 -0.099 1.508  0.229
H2 2.163 -0.974 0.087  0.233
H3 1.919 0.647 0.160  0.211
H4 0.415 -0.345 -1.577  0.267
H5 0.096 -1.587 -0.130  0.278
H6 -0.861 1.557 -0.375  0.250
H7 -4.168 1.090 0.486  0.282


Question: Look up the relative energy (zero: lowest compared OMol25 entry of this formula, charge and spin) of the fifth one.
Answer: 1.788 eV


Question: The lowest DFT total energy belongs to which entry?
Answer: Br2ClHNP


Question: Look up the DFT total energy of the third one.
Answer: -15699.052 eV


Question: Which of these has the highest DFT total energy?
Answer: C4H7N2